A cluster of 9 separate species, C47H73FIN3O18PS3 in total in a non-equilibrium geometry. Source: the Open Molecules 2025 dataset; level of theory: ωB97M-V/def2-TZVPD.

```
147
Properties=species:S:1:pos:R:3:mulliken_charge:R:1
C -5.44767 1.28728 4.70803 -0.4284
C -4.39149 0.13557 4.40383 -0.6242
C -4.12502 -0.04474 2.87620 -0.1929
I -3.07490 1.65000 1.99268 0.2513
C -3.50481 -1.43129 2.50150 0.4569
C -4.02390 -2.12059 1.33617 0.0913
P -5.37140 -1.51741 0.22049 0.9906
O -4.74771 -0.26755 -0.67693 -0.4295
O -6.72910 -1.07863 1.02068 -0.4734
S -5.82989 -2.94194 -1.01038 -0.3967
C -3.35215 -3.40502 1.06874 -0.0220
N -2.37559 -3.76019 1.92070 1.0089
C -1.72847 -5.08279 1.56654 -1.4455
C -0.57170 -5.02620 0.48718 0.2625
C 0.75794 -5.58624 1.17651 -1.1027
S 1.49466 -4.29179 2.27325 -0.1061
C 2.57387 -3.30301 1.14421 -0.3970
S 4.06559 -3.91036 0.84788 -0.1985
N 2.04652 -2.10836 0.58015 0.6379
C 1.99981 -1.07638 1.65560 -0.5904
C 0.69471 -0.20618 1.57578 -0.7290
C 2.88564 -1.64939 -0.55594 -0.9263
C 2.30372 -0.41098 -1.32310 -0.9796
N -1.90470 -3.19155 2.98513 -0.9572
C -2.43782 -2.02502 3.31523 0.2193
F -1.92947 -1.42875 4.39493 -0.2727
H -5.86817 1.18744 5.73390 -0.1596
H -6.24961 1.23223 3.93405 0.1386
H -4.90572 2.26725 4.69372 0.3425
H -3.44744 0.47841 4.90415 0.3031
H -4.74048 -0.78301 4.92898 0.4139
H -5.13223 -0.03569 2.37739 -0.1580
H -3.93669 -0.59406 -1.10830 0.3796
H -7.45712 -1.62852 0.67308 0.3448
H -3.62936 -4.03425 0.19347 0.2711
H -2.52498 -5.75362 1.17928 0.5776
H -1.28056 -5.50361 2.49931 0.5167
H -0.78881 -5.76550 -0.33436 -0.0099
H -0.40544 -4.03238 0.01627 0.4032
H 1.51140 -5.90097 0.41865 0.4677
H 0.52388 -6.47809 1.81209 0.4782
H 2.05188 -1.56611 2.65913 0.4220
H 2.86235 -0.37320 1.50853 0.4017
H 0.92550 0.81862 1.18691 0.1243
H -0.06471 -0.67789 0.90558 0.1626
H 0.32806 -0.05244 2.61664 0.3422
H 3.89407 -1.36296 -0.15848 0.4122
H 2.97635 -2.51159 -1.25571 0.5667
H 2.74296 -0.35878 -2.33882 0.3154
H 2.44692 0.53163 -0.73294 0.1689
H 1.18902 -0.51341 -1.44747 0.2483
O -1.74621 -6.49859 -1.91087 -0.6586
C -2.43723 -7.44390 -1.65094 0.5340
O -2.15497 -8.32719 -0.66392 -0.3665
C -3.11671 -9.39887 -0.68573 -0.4473
C -4.32706 -8.83034 -1.39850 -0.4924
C -3.69554 -7.85379 -2.37817 -0.4122
H -2.68002 -10.24674 -1.21797 0.2983
H -3.34687 -9.70447 0.33366 0.3207
H -4.94446 -9.59208 -1.87222 0.3315
H -4.95345 -8.28411 -0.68839 0.2484
H -3.42086 -8.33786 -3.31715 0.2872
H -4.33742 -6.99529 -2.56357 0.2749
O 4.94804 -0.23865 -3.31945 -0.5988
C 5.03372 0.92456 -3.59229 0.3571
O 4.34775 1.90593 -2.95130 -0.2295
C 4.59874 3.16848 -3.60193 -0.4071
C 5.90713 2.98239 -4.33893 -0.1825
C 5.86518 1.51024 -4.70689 -0.0864
H 3.76636 3.38213 -4.28009 0.2282
H 4.65871 3.95940 -2.85702 0.2112
H 6.01692 3.64616 -5.19526 0.3478
H 6.74343 3.16801 -3.66134 0.0525
H 5.35332 1.34273 -5.65739 -0.0977
H 6.85993 1.07017 -4.72386 0.3664
O 10.65571 -5.71895 1.95518 -0.5532
C 9.67286 -5.12333 1.63924 0.4425
O 8.41780 -5.48071 2.02136 -0.3746
C 7.45812 -4.62494 1.38338 -0.1586
C 8.22472 -3.37028 1.01449 -0.4172
C 9.61748 -3.91212 0.73683 -0.3965
H 7.05953 -5.14163 0.50570 0.1840
H 6.63987 -4.41671 2.07160 0.1390
H 7.78700 -2.82949 0.17549 0.2930
H 8.25907 -2.69172 1.87052 0.2991
H 9.73028 -4.23606 -0.29943 0.2567
H 10.39017 -3.19344 0.99966 0.2873
O 7.94512 5.77373 -3.95971 -0.5885
C 7.77122 5.83934 -2.77963 0.5325
O 6.54437 5.83322 -2.20276 -0.3054
C 6.67496 6.03493 -0.78635 -0.3823
C 8.09454 5.61727 -0.45565 -0.5450
C 8.84429 5.98486 -1.72626 -0.4144
H 6.48904 7.08917 -0.56653 0.2731
H 5.93635 5.43161 -0.26239 0.3065
H 8.48637 6.09625 0.44119 0.3330
H 8.13715 4.53556 -0.30482 0.2675
H 9.18955 7.02034 -1.71171 0.2829
H 9.67377 5.30745 -1.91653 0.2717
O -5.89450 2.79341 7.59914 -0.5546
C -6.72263 2.15781 8.18047 0.5446
O -6.88858 0.81761 8.02558 -0.3626
C -8.03461 0.38420 8.77922 -0.4229
C -8.23530 1.44493 9.84289 -0.4979
C -7.75261 2.70401 9.14007 -0.4459
H -8.88843 0.30818 8.10114 0.2824
H -7.83883 -0.59671 9.21003 0.2944
H -9.26244 1.50653 10.20025 0.3312
H -7.59290 1.23533 10.70136 0.2681
H -8.55001 3.18392 8.56948 0.2630
H -7.30291 3.40793 9.83633 0.2914
O 1.16573 6.62553 -0.10077 -0.5780
C 0.39727 5.73171 -0.28043 0.4397
O 0.59060 4.46826 0.18095 -0.3449
C -0.45869 3.61588 -0.29749 0.3014
C -1.60888 4.54651 -0.63013 -0.5570
C -0.88629 5.80742 -1.07358 -0.4071
H -0.09610 3.07334 -1.17467 0.1902
H -0.72430 2.89837 0.47775 -0.3125
H -2.28820 4.14042 -1.37957 0.3535
H -2.19023 4.75625 0.27227 0.2995
H -0.64752 5.78878 -2.13876 0.2619
H -1.44844 6.70397 -0.82287 0.3033
O -10.89564 2.21550 1.90646 -0.5583
C -10.24417 2.28267 0.91066 0.4044
O -10.41200 3.23760 -0.03940 -0.3444
C -9.54701 2.96820 -1.15367 -0.4970
C -8.43943 2.09587 -0.59595 -0.4142
C -9.15969 1.31631 0.49231 0.0656
H -10.12609 2.46037 -1.92925 0.2651
H -9.16691 3.90610 -1.55579 0.3308
H -7.96585 1.46609 -1.34945 0.3236
H -7.66458 2.72225 -0.14673 0.2489
H -9.62374 0.40720 0.10335 0.2018
H -8.49940 1.08486 1.32526 -0.0256
O 4.94040 1.30107 -8.07151 -0.6021
C 5.02717 2.46376 -8.33167 0.5630
O 4.34002 3.43481 -7.67456 -0.3430
C 4.58487 4.70585 -8.30073 -0.4270
C 5.89483 4.53739 -9.04394 -0.4994
C 5.85677 3.06929 -9.43886 -0.4251
H 3.75139 4.92926 -8.97176 0.3125
H 4.64233 5.48312 -7.53968 0.3168
H 6.00108 5.21778 -9.88808 0.3392
H 6.73195 4.71250 -8.36383 0.2430
H 5.34471 2.91558 -10.39065 0.2700
H 6.85230 2.63234 -9.46468 0.2777
```

Summary:
Strongest force on any atom   3.5 eV/A
Kohn-Sham gap   5.2392 eV
Net charge   +1
Energy relative to the best compared isomer or geometry (same formula, charge and spin)   0.000 eV
LUMO level   -4.869 eV